{"formula": "C7H3N3O5", "method": "ωB97M-V/def2-TZVPD", "energy_ev": -22012.4127, "charge": -2, "homo_lumo_gap_ev": [7.572, 7.571], "e_above_lowest_ev": 2.5008, "symbols": ["C", "C", "C", "C", "C", "C", "C", "N", "N", "N", "O", "O", "O", "O", "O", "H", "H", "H"], "xyz": [[-2.524, 1.130, -0.288], [-2.528, -1.243, 0.004], [1.461, 1.615, -0.017], [2.219, -1.004, -0.124], [-0.614, -0.133, -1.074], [-1.872, -0.139, -0.436], [1.161, 0.019, 0.311], [-3.140, 2.110, -0.372], [-3.191, -2.154, 0.220], [0.495, -0.349, 1.407], [2.225, 2.041, 0.857], [2.476, -1.277, -1.292], [1.133, 2.092, -1.093], [2.572, -1.589, 0.930], [-0.619, 0.151, 1.867], [0.026, -0.908, -1.504], [-0.176, 0.845, -1.347], [0.898, -1.209, 1.949]]}

---

{"formula": "C7H3NO4RuSe3Te", "method": "ωB97M-V/def2-TZVPD", "energy_ev": -222906.4251, "charge": -1, "multiplicity": 2, "homo_lumo_gap_ev": [5.956, 5.749], "s2": 0.764, "symbols": ["Ru", "O", "C", "O", "C", "C", "C", "C", "C", "N", "C", "O", "O", "H", "H", "H", "Se", "Se", "Te", "Se"], "xyz": [[0.777, 1.225, -1.318], [2.576, 0.429, 2.337], [1.871, 0.616, 1.360], [2.072, 1.437, 0.386], [0.613, -0.219, 1.194], [0.135, -1.134, 2.106], [-1.088, -1.745, 1.862], [-1.820, -1.391, 0.738], [-1.279, -0.468, -0.131], [-0.076, 0.051, 0.087], [-1.954, 0.134, -1.330], [-3.095, -0.180, -1.620], [-1.245, 1.074, -1.871], [0.725, -1.324, 2.992], [-1.482, -2.472, 2.562], [-2.799, -1.794, 0.516], [0.526, 3.660, -1.585], [2.386, 2.625, -2.495], [1.030, 0.377, -3.776], [2.127, -0.902, -2.013]]}

---

{"formula": "C7H3NO5SeTc", "method": "ωB97M-V/def2-TZVPD", "energy_ev": -86580.2412, "charge": 0, "multiplicity": 2, "homo_lumo_gap_ev": [7.018, 7.257], "e_above_lowest_ev": 0.1233, "s2": 1.064, "symbols": ["Tc", "O", "C", "C", "C", "N", "C", "C", "C", "O", "O", "C", "O", "O", "H", "H", "H", "Se"], "xyz": [[-0.388, 0.220, -0.231], [4.084, -3.154, 2.398], [3.133, -2.431, 1.784], [3.150, -2.188, 0.407], [2.132, -1.427, -0.113], [1.179, -0.940, 0.664], [1.132, -1.183, 1.968], [2.102, -1.930, 2.585], [-0.108, -0.570, 2.587], [-0.363, -0.649, 3.753], [-0.847, 0.051, 1.670], [1.895, -1.063, -1.563], [2.638, -1.394, -2.443], [0.785, -0.350, -1.707], [4.745, -3.456, 1.765], [3.922, -2.579, -0.245], [2.065, -2.129, 3.647], [-1.651, 1.836, -1.053]]}

---

{"formula": "C7H42NO13", "method": "ωB97M-V/def2-TZVPD", "energy_ev": -36041.5941, "charge": 1, "homo_lumo_gap_ev": 9.675, "e_above_lowest_ev": 4.1087, "symbols": ["C", "C", "C", "C", "C", "C", "C", "N", "H", "H", "H", "H", "H", "H", "H", "H", "H", "H", "H", "H", "H", "H", "H", "H", "H", "H", "O", "H", "H", "O", "H", "H", "O", "H", "H", "O", "H", "H", "O", "H", "H", "O", "H", "H", "O", "H", "H", "O", "H", "H", "O", "H", "H", "O", "H", "H", "O", "H", "H", "O", "H", "H", "O"], "xyz": [[-0.142, -0.726, -3.048], [-0.962, 0.246, -2.140], [-0.001, 1.083, -1.280], [-0.496, 1.531, 0.088], [0.452, 2.295, 0.946], [0.979, 1.960, 2.105], [1.816, 2.854, 2.969], [1.000, -1.305, -2.152], [-0.683, -1.602, -3.393], [0.379, -0.119, -3.784], [-1.777, 0.796, -2.634], [-1.657, -0.304, -1.513], [0.174, 2.043, -1.788], [0.935, 0.583, -1.320], [-0.653, 0.608, 0.666], [-1.433, 2.078, -0.037], [0.654, 3.287, 0.531], [0.817, 1.017, 2.636], [1.423, 3.881, 2.991], [1.908, 2.544, 4.003], [2.762, 2.988, 2.420], [1.633, -1.859, -2.716], [1.566, -0.651, -1.628], [0.546, -1.775, -1.356], [3.895, -0.566, 1.404], [4.267, 0.895, 1.127], [4.503, -0.001, 0.916], [-2.323, -4.485, 1.008], [-3.550, -3.778, 1.217], [-2.804, -3.756, 0.597], [0.915, 4.504, -1.049], [2.400, 4.735, -1.004], [1.730, 4.237, -1.484], [-2.480, 3.606, 2.934], [-1.485, 3.565, 1.753], [-2.298, 3.190, 2.095], [-3.711, 1.295, 2.317], [-2.505, 0.900, 1.571], [-2.915, 0.768, 2.433], [-3.670, -2.910, -2.702], [-2.386, -3.397, -2.323], [-2.784, -2.959, -3.094], [-5.287, 0.230, -1.347], [-4.133, 1.162, -1.605], [-4.348, 0.222, -1.569], [-1.784, -2.006, -0.377], [-1.270, -1.613, 0.973], [-0.961, -1.788, 0.075], [-1.133, -0.019, 3.733], [-0.517, -0.023, 5.166], [-0.303, -0.036, 4.228], [4.391, -1.604, -1.945], [4.148, -0.556, -0.780], [3.783, -1.328, -1.257], [0.689, -4.627, -0.061], [-0.013, -3.270, -0.251], [0.530, -3.938, -0.708], [0.108, -1.810, 3.497], [1.322, -2.739, 3.447], [0.673, -2.312, 2.885], [3.446, 1.231, -4.211], [2.850, 2.277, -3.209], [3.208, 1.387, -3.295]]}

---

{"formula": "C7H4Cl2N2O2S2Tb", "method": "ωB97M-V/def2-TZVPD", "energy_ev": -83551.0486, "charge": -1, "multiplicity": 7, "homo_lumo_gap_ev": [7.098, 7.323], "s2": 12.063, "symbols": ["Tb", "S", "C", "C", "N", "C", "S", "C", "N", "Cl", "C", "C", "O", "O", "H", "H", "Cl", "C", "H", "H"], "xyz": [[-0.142, 0.483, -0.462], [1.238, -1.416, -1.705], [0.327, -2.811, -1.151], [0.956, -4.076, -1.457], [1.476, -5.066, -1.729], [-0.874, -2.840, -0.520], [-1.897, -1.489, -0.052], [-1.441, -4.127, -0.190], [-1.932, -5.134, 0.077], [-1.712, 2.157, 1.173], [-0.247, 2.734, 2.061], [0.779, 1.612, 2.299], [1.531, 1.773, 3.235], [0.738, 0.634, 1.461], [-0.562, 3.136, 3.016], [0.212, 3.510, 1.453], [1.655, 2.540, -0.987], [0.015, 2.462, -1.901], [0.320, 2.492, -2.946], [-0.440, 3.427, -1.675]]}

---

{"formula": "C7H4F2NO4", "method": "ωB97M-V/def2-TZVPD", "energy_ev": -22434.7396, "charge": -1, "homo_lumo_gap_ev": 6.987, "e_above_lowest_ev": 0.0000, "symbols": ["C", "C", "C", "C", "C", "C", "C", "N", "O", "O", "O", "O", "F", "F", "H", "H", "H", "H"], "xyz": [[-0.193, -0.134, -0.373], [-0.960, -1.212, -0.111], [0.429, 0.497, 0.752], [-0.990, -1.536, 1.301], [0.158, -0.322, -4.098], [-0.295, -0.755, 2.099], [1.212, 1.669, 0.414], [1.855, 2.435, 1.381], [-0.977, -0.245, -4.409], [1.772, 2.102, 2.559], [1.160, -0.941, -4.139], [2.467, 3.429, 1.005], [-1.712, -2.601, 1.718], [0.491, 1.065, -3.152], [-0.047, 0.243, -1.373], [-1.499, -1.790, -0.840], [1.294, 1.962, -0.618], [-0.041, -0.632, 3.123]]}

---

{"formula": "C7H4N2O4", "method": "ωB97M-V/def2-TZVPD", "energy_ev": -18491.2687, "charge": -2, "homo_lumo_gap_ev": [7.573, 6.978], "e_above_lowest_ev": 2.4305, "symbols": ["C", "C", "C", "C", "C", "C", "C", "N", "N", "O", "O", "O", "O", "H", "H", "H", "H"], "xyz": [[-0.535, -1.239, -1.602], [-0.474, 1.522, -0.304], [0.860, 1.482, -0.190], [-1.413, -2.258, 0.537], [2.848, 0.548, 0.644], [-1.397, 0.327, 0.255], [-0.895, -0.966, -0.259], [-0.304, -1.453, -2.728], [1.463, 0.417, 0.237], [-1.314, -3.380, 0.061], [3.238, 0.091, 1.740], [-2.078, -1.841, 1.504], [3.467, 1.208, -0.254], [-1.076, 2.397, -0.789], [1.422, 2.355, -0.317], [-1.282, 0.370, 1.444], [-2.530, 0.419, 0.021]]}

---

{"formula": "C7H4NO3S", "method": "ωB97M-V/def2-TZVPD", "energy_ev": -25791.7067, "charge": -1, "homo_lumo_gap_ev": 6.959, "e_above_lowest_ev": 0.0370, "smiles": "O=C/C([O-])=N\\c1sccc1C=O", "symbols": ["O", "C", "C", "O", "N", "C", "S", "C", "C", "C", "C", "O", "H", "H", "H", "H"], "xyz": [[-2.554, 0.048, 0.654], [-2.119, -1.055, 0.827], [-0.811, -1.472, 1.610], [-0.911, -2.555, 2.174], [0.396, -0.726, 1.657], [0.781, 0.122, 0.746], [1.979, 1.390, 1.295], [2.020, 2.107, -0.317], [1.272, 1.413, -1.200], [0.602, 0.252, -0.646], [-0.244, -0.561, -1.410], [-0.990, -1.403, -0.947], [-2.831, -1.817, 0.510], [2.506, 3.016, -0.298], [1.100, 1.684, -2.153], [-0.195, -0.444, -2.504]]}

---

{"formula": "C7H4NO5Pt", "method": "ωB97M-V/def2-TZVPD", "energy_ev": -22285.7314, "charge": 1, "multiplicity": 3, "homo_lumo_gap_ev": [6.117, 6.884], "s2": 2.015, "symbols": ["O", "C", "Pt", "C", "O", "C", "O", "C", "O", "C", "O", "H", "C", "C", "N", "H", "H", "H"], "xyz": [[3.699, -0.606, -2.031], [2.730, -0.481, -1.434], [-0.469, 0.222, -0.296], [-1.967, 0.352, 0.972], [-2.737, 0.322, 1.833], [-2.982, 1.953, -1.535], [-2.994, 2.325, -2.607], [-0.827, -1.503, -0.984], [-0.927, -2.638, -1.075], [0.417, 1.799, 0.226], [1.025, 2.576, 0.834], [1.365, -0.392, -0.741], [1.821, -2.028, 3.635], [1.261, -1.398, 2.472], [0.858, -0.900, 1.510], [1.227, -2.907, 3.901], [1.821, -1.323, 4.471], [2.849, -2.335, 3.417]]}

---

{"formula": "C7H5Br2N3O2S", "method": "ωB97M-V/def2-TZVPD", "energy_ev": -166819.6800, "charge": 0, "homo_lumo_gap_ev": 9.155, "e_above_lowest_ev": 0.6530, "symbols": ["C", "C", "C", "C", "C", "C", "C", "N", "N", "N", "O", "O", "S", "Br", "Br", "H", "H", "H", "H", "H"], "xyz": [[-0.649, 1.374, -0.981], [-1.639, 0.520, -0.444], [0.721, 1.077, -0.943], [1.286, 0.178, -0.175], [0.528, -0.596, 0.880], [-0.922, -1.066, 0.568], [2.714, -0.117, -0.477], [-1.243, 2.424, -1.432], [-2.890, 0.920, -0.521], [-1.837, -1.056, 1.758], [-1.688, -0.088, 2.444], [-2.727, -1.831, 1.971], [-2.893, 2.354, -1.243], [-1.295, -2.662, -0.493], [2.982, -1.978, -1.116], [1.273, 1.478, -1.788], [0.981, -1.560, 1.039], [0.709, 0.021, 1.767], [3.404, 0.041, 0.309], [3.183, 0.567, -1.125]]}